(1)
{
  "formula": "CH9N2O",
  "method": "the ωB97M-V functional and the def2-TZVPD basis",
  "total_charge": 2,
  "lumo_energy_ev": [-8.310, -16.226],
  "homo_ev": [-20.8, -20.2],
  "s2": 0.755,
  "molar_mass_g_mol": 65.096,
  "energy_ev": -6187.7295,
  "spin_multiplicity": 2,
  "de_lowest_kcal_mol": 48.9,
  "elements": ["N", "H", "H", "H", "H", "N", "C", "O", "H", "H", "H", "H", "H"],
  "coordinates": [[0.5208, -2.4438, -0.0120], [0.6767, -2.9354, 0.8994], [1.3884, -1.9067, -0.0841], [-0.2887, -1.1033, 0.0719], [0.4990, -3.0826, -0.7480], [-0.7264, -0.1818, -0.2994], [0.3268, 0.9386, 0.1057], [-0.2998, 2.2134, 0.1795], [-0.8910, -0.2093, -1.2689], [-1.5858, -0.0402, 0.2447], [1.0647, 0.7644, -0.6334], [0.6964, 0.6154, 1.1745], [0.3174, 2.9384, 0.4538]],
  "forces_ev_per_angstrom": [[1.2, 1.6, 3.3], [-0.6, 0.1, -1.0], [0.3, -0.5, -0.4], [0.2, -1.6, -0.8], [-0.3, -1.5, -1.5], [0.9, 3.6, 3.6], [-3.6, -1.6, 1.3], [0.8, -2.0, -0.4], [-0.4, -0.2, -1.8], [-0.3, 0.1, -0.4], [1.7, 0.9, -0.8], [-0.2, 1.0, -1.3], [0.2, 0.2, 0.2]]
}


(2)
{
  "formula": "C45H41CaN7O3PSe",
  "method": "the ωB97M-V functional and the def2-TZVPD basis",
  "total_charge": 1,
  "lumo_energy_ev": [-3.041, -3.015],
  "homo_ev": [-9.1, -9.5],
  "molar_mass_g_mol": 877.881,
  "energy_ev": -156974.7313,
  "de_lowest_kcal_mol": 91.0,
  "elements": ["Ca", "C", "C", "C", "C", "N", "C", "C", "C", "C", "C", "C", "N", "C", "C", "C", "C", "C", "N", "H", "H", "H", "H", "H", "H", "H", "H", "H", "H", "H", "O", "C", "O", "C", "P", "C", "C", "C", "C", "C", "C", "C", "C", "C", "C", "C", "C", "H", "H", "H", "H", "H", "H", "H", "H", "H", "H", "H", "H", "C", "C", "N", "C", "C", "C", "O", "C", "C", "C", "C", "N", "C", "H", "H", "H", "H", "H", "H", "H", "H", "H", "H", "H", "H", "H", "H", "Se", "N", "C", "C", "C", "C", "C", "C", "N", "H", "H", "H", "H"],
  "coordinates": [[0.9618, -2.5950, -0.1694], [-2.2044, -2.1397, -3.5547], [-3.3829, -2.5120, -2.9367], [-3.3323, -3.0762, -1.6716], [-2.0935, -3.2600, -1.0742], [-0.9571, -2.8697, -1.6630], [-1.0128, -2.3253, -2.8709], [-1.9499, -3.9344, 0.2550], [-2.9778, -4.6712, 0.8289], [-2.7526, -5.2853, 2.0475], [-1.5083, -5.1931, 2.6440], [-0.5090, -4.4806, 1.9928], [-0.7465, -3.8561, 0.8336], [0.8926, -4.4058, 2.5230], [1.3355, -5.2867, 3.4995], [2.6480, -5.2016, 3.9367], [3.4796, -4.2529, 3.3726], [2.9617, -3.4270, 2.3880], [1.6984, -3.4854, 1.9752], [-2.1962, -1.7105, -4.5443], [-4.3348, -2.3715, -3.4304], [-4.2418, -3.3700, -1.1707], [-0.0602, -2.0356, -3.2944], [-3.9319, -4.7710, 0.3379], [-3.5424, -5.8466, 2.5257], [-1.3254, -5.6678, 3.5940], [0.6809, -6.0452, 3.9000], [3.0147, -5.8787, 4.6941], [4.5128, -4.1543, 3.6700], [3.5836, -2.6854, 1.9003], [1.9731, -1.9273, -2.0123], [3.0009, -2.2726, -1.3536], [3.0159, -3.3389, -0.6902], [4.0453, -1.2228, -1.0693], [3.1859, -0.1863, 0.2383], [2.5303, 1.2424, -0.6701], [1.1710, 1.0766, -1.3198], [0.8500, 2.1949, -2.2577], [1.5671, 3.3396, -2.3087], [2.7341, 3.4995, -1.5288], [3.2146, 2.4181, -0.7708], [4.5326, 0.5511, 1.2066], [5.8886, 0.3837, 0.9528], [6.8332, 0.9648, 1.7905], [6.4330, 1.7128, 2.8839], [5.0792, 1.8878, 3.1458], [4.1401, 1.3085, 2.3130], [4.3117, -0.6302, -1.9456], [4.9218, -1.6936, -0.6255], [1.1720, 0.1369, -1.9018], [-0.0080, 2.0638, -2.9013], [1.2665, 4.1348, -2.9763], [3.2966, 4.4183, -1.5710], [4.1691, 2.5293, -0.2702], [6.2274, -0.1856, 0.0996], [7.8843, 0.8328, 1.5800], [7.1717, 2.1597, 3.5339], [4.7560, 2.4629, 4.0013], [3.0836, 1.4505, 2.5214], [-6.2220, 3.0668, -2.9231], [-4.9121, 3.7395, -3.2953], [-3.7427, 2.9682, -2.8764], [-2.9644, 2.3270, -3.9169], [-3.7205, 1.2107, -4.6150], [-3.3789, 3.0692, -1.5749], [-3.9909, 3.7806, -0.7976], [-2.1972, 2.2960, -1.0546], [-1.3127, 2.9201, -0.2773], [-0.3368, 2.1074, 0.5132], [0.0650, 0.8617, -0.2539], [-1.0541, 0.1445, -0.8756], [-2.0684, 0.8325, -1.2241], [-7.0630, 3.6850, -3.2303], [-6.2794, 2.9321, -1.8450], [-6.3211, 2.0945, -3.4036], [-4.8538, 4.7264, -2.8303], [-4.8315, 3.8738, -4.3758], [-2.0331, 1.9627, -3.4857], [-2.6830, 3.0896, -4.6521], [-4.0419, 0.4489, -3.9065], [-3.0874, 0.7436, -5.3677], [-4.6067, 1.5919, -5.1194], [-1.3840, 3.9875, -0.1197], [0.5608, 2.6921, 0.7418], [0.4846, 0.1704, 0.4835], [-2.8979, 0.3006, -1.6836], [1.2585, -0.7893, 3.9312], [0.1631, -0.2656, 2.5832], [-0.1630, 0.9716, 2.7934], [-1.0507, 1.7451, 1.8619], [-1.5753, 2.9936, 2.5068], [-1.0473, 3.5288, 3.6445], [-0.0378, 2.8933, 4.3831], [0.3658, 1.5769, 4.0072], [1.1510, 0.8093, 4.7332], [-1.8992, 1.0973, 1.6042], [-2.3833, 3.5024, 2.0006], [-1.4358, 4.4714, 4.0018], [0.3699, 3.3253, 5.2821]],
  "forces_ev_per_angstrom": [[-1.0, 0.5, 0.6], [0.1, 0.0, 0.0], [0.0, 0.0, 0.0], [0.1, 0.0, 0.0], [-0.1, -0.1, 0.1], [-0.2, -0.3, 0.2], [0.0, 0.0, -0.1], [0.0, -0.1, -0.1], [0.0, 0.1, 0.0], [0.0, 0.0, 0.0], [0.0, 0.1, 0.0], [0.0, 0.0, 0.0], [-0.3, -0.3, 0.3], [-0.3, -0.1, 0.0], [0.0, 0.0, 0.0], [0.0, 0.0, -0.1], [0.0, 0.1, -0.1], [0.2, 0.1, 0.0], [-0.1, -0.3, 0.2], [0.0, 0.0, -0.1], [0.0, 0.0, 0.0], [0.0, 0.0, 0.0], [0.0, 0.0, 0.0], [0.0, 0.0, 0.0], [0.0, 0.0, 0.0], [0.0, 0.0, 0.0], [0.0, 0.0, 0.0], [0.0, 0.0, 0.0], [0.0, 0.0, 0.0], [0.0, 0.0, 0.0], [0.4, 0.3, -0.6], [0.6, 0.2, -0.4], [0.5, -0.1, -0.1], [0.2, 0.1, -0.1], [0.0, -0.2, -0.2], [-0.1, -0.1, -0.1], [0.3, 0.0, -0.3], [0.0, -0.1, 0.0], [0.0, 0.0, 0.0], [0.0, 0.0, 0.0], [0.0, 0.1, 0.1], [-0.1, -0.1, 0.2], [0.0, 0.0, 0.0], [0.0, 0.0, 0.0], [0.0, 0.0, 0.0], [0.0, 0.0, -0.1], [-0.1, 0.0, 0.0], [0.0, -0.1, 0.1], [0.0, 0.0, 0.0], [0.0, 0.2, 0.1], [0.0, 0.0, 0.0], [0.0, 0.1, -0.1], [0.0, 0.1, 0.0], [0.0, 0.0, 0.0], [0.0, 0.0, -0.1], [0.1, 0.0, 0.0], [0.0, 0.0, 0.0], [0.0, 0.0, 0.0], [0.0, 0.0, 0.0], [0.0, 0.0, 0.0], [0.0, 0.1, 0.0], [0.0, -0.1, 0.1], [0.1, 0.1, -0.1], [0.0, -0.1, 0.0], [0.2, 0.0, -0.2], [-0.2, 0.2, 0.3], [0.0, -0.2, -0.1], [-0.1, -0.1, 0.0], [0.1, 0.2, -0.1], [0.0, -0.4, 0.1], [-0.1, 0.2, 0.1], [0.1, 0.2, 0.1], [-0.1, 0.0, 0.0], [0.0, 0.0, 0.0], [0.0, -0.1, 0.0], [0.0, -0.1, 0.0], [0.0, 0.0, 0.0], [0.0, -0.1, 0.0], [0.0, 0.0, 0.0], [0.0, -0.1, 0.1], [0.0, 0.0, -0.1], [0.0, 0.0, 0.0], [0.0, 0.1, 0.0], [0.0, 0.0, 0.0], [0.0, 0.1, -0.2], [-0.1, -0.1, -0.1], [-0.2, 0.4, 0.0], [0.1, -0.2, 0.0], [0.0, -0.2, 0.0], [-0.2, -0.1, 0.2], [0.1, 0.0, 0.1], [0.0, -0.1, -0.1], [0.0, -0.2, 0.0], [0.2, -0.1, 0.1], [0.0, 0.0, 0.0], [0.1, 0.1, -0.1], [-0.1, 0.0, 0.0], [0.0, 0.1, 0.0], [0.0, 0.1, 0.1]]
}